Version P
# C4H12

A 2-piece molecular cluster, C4H12 overall (the ωB97M-V functional and the def2-TZVPD basis, the Open Molecules 2025 dataset).

Output
Kohn-Sham gap ... 12.860 eV
HOMO ... -0.431 hartree
Lowest unoccupied orbital energy ... 0.042 Eh
Charge ... 0
SMILES string ... CC.CC

Last columns: bonded neighbours and bond lengths (Å).
Positions of all 16 atoms, in Å:
1 C 1.39427 0.70712 -2.09621  C2 1.557, H3 1.090, H4 1.084, H5 1.084
2 C 1.18022 1.64062 -0.86895  C1 1.557, H6 1.089, H7 1.099, H8 1.087
3 H 0.43716 0.45116 -2.54978  C1 1.090
4 H 2.03089 1.17967 -2.83541  C1 1.084
5 H 1.86077 -0.22485 -1.79739  C1 1.084
6 H 1.31564 1.08824 0.05966  C2 1.089
7 H 1.96482 2.40920 -0.84543  C2 1.099
8 H 0.20936 2.12346 -0.95087  C2 1.087
9 C -1.39768 -0.48328 1.76719  C10 1.520, H11 1.094, H12 1.088, H13 1.087
10 C -1.17453 -1.88359 1.21934  C9 1.520, H14 1.095, H15 1.092, H16 1.088
11 H -0.83306 0.27966 1.22371  C9 1.094
12 H -2.43821 -0.19085 1.64138  C9 1.088
13 H -1.15150 -0.43873 2.82475  C9 1.087
14 H -1.60263 -1.99346 0.21765  C10 1.095
15 H -0.11768 -2.14710 1.14322  C10 1.092
16 H -1.60591 -2.63195 1.88114  C10 1.088

Version Q
# C4H12

A 2-piece molecular cluster, C4H12 overall (the ωB97M-V functional and the def2-TZVPD basis, the Open Molecules 2025 dataset).

Output
Kohn-Sham gap ... 12.698 eV
HOMO ... -0.425 hartree
Lowest unoccupied orbital energy ... 0.042 Eh
Charge ... 0
SMILES string ... CC.CC

Last columns: bonded neighbours and bond lengths (Å).
Positions of all 16 atoms, in Å:
1 C -0.79290 -0.99026 1.79148  C2 1.553, H3 1.090, H4 1.085, H5 1.092
2 C -0.12926 0.39022 2.04584  C1 1.553, H6 1.087, H7 1.085, H8 1.092
3 H -1.25417 -1.40620 2.68708  C1 1.090
4 H -1.54364 -0.90846 1.01232  C1 1.085
5 H -0.04184 -1.71110 1.46005  C1 1.092
6 H 0.91550 0.34444 1.75075  C2 1.087
7 H -0.64523 1.15820 1.47919  C2 1.085
8 H -0.06150 0.58653 3.11796  C2 1.092
9 C 0.28404 0.43996 -1.19077  C10 1.539, H11 1.094, H12 1.087, H13 1.085
10 C 0.62369 0.19417 -2.67138  C9 1.539, H14 1.087, H15 1.090, H16 1.099
11 H 1.03471 -0.04250 -0.55870  C9 1.094
12 H 0.49422 1.49160 -1.01342  C9 1.087
13 H -0.71551 0.07789 -0.97506  C9 1.085
14 H 1.63710 0.53635 -2.86666  C10 1.087
15 H -0.13895 0.62008 -3.32300  C10 1.090
16 H 0.54827 -0.87048 -2.93167  C10 1.099

Least stable of them? version Q.

Version P
# C4H12

A 2-piece molecular cluster, C4H12 overall (the ωB97M-V functional and the def2-TZVPD basis, the Open Molecules 2025 dataset).

Output
Kohn-Sham gap ... 12.853 eV
HOMO ... -0.430 hartree
Lowest unoccupied orbital energy ... 0.043 Eh
Charge ... 0
SMILES string ... CC.CC

Last columns: bonded neighbours and bond lengths (Å).
Positions of all 16 atoms, in Å:
1 C -0.95371 1.43951 0.03045  C2 1.511, H3 1.092, H4 1.092, H5 1.089
2 C -1.32294 2.80318 0.56505  C1 1.511, H6 1.095, H7 1.089, H8 1.092
3 H -1.65787 1.06853 -0.71704  C1 1.092
4 H -0.00660 1.46370 -0.51307  C1 1.092
5 H -0.92942 0.65132 0.78148  C1 1.089
6 H -1.13467 3.59446 -0.16773  C2 1.095
7 H -2.36414 2.83531 0.88193  C2 1.089
8 H -0.73350 3.07676 1.44318  C2 1.092
9 C 0.89614 -2.08836 0.42678  C10 1.519, H11 1.087, H12 1.085, H13 1.085
10 C 1.36631 -2.16895 -1.01563  C9 1.519, H14 1.090, H15 1.088, H16 1.084
11 H 0.77614 -3.07933 0.85619  C9 1.087
12 H 1.62040 -1.55875 1.03682  C9 1.085
13 H -0.06172 -1.59818 0.56506  C9 1.085
14 H 1.52340 -1.17519 -1.43446  C10 1.090
15 H 0.64256 -2.64819 -1.67226  C10 1.088
16 H 2.28866 -2.73467 -1.07450  C10 1.084

Version Q
# C4H12

A 2-piece molecular cluster, C4H12 overall (the ωB97M-V functional and the def2-TZVPD basis, the Open Molecules 2025 dataset).

Output
Kohn-Sham gap ... 12.754 eV
HOMO ... -0.427 hartree
Lowest unoccupied orbital energy ... 0.042 Eh
Charge ... 0
SMILES string ... CC.CC

Last columns: bonded neighbours and bond lengths (Å).
Positions of all 16 atoms, in Å:
1 C 1.56308 -0.54228 -0.45830  C2 1.549, H3 1.087, H4 1.091, H5 1.091
2 C 2.75334 -1.44317 -0.04404  C1 1.549, H6 1.091, H7 1.089, H8 1.079
3 H 1.02995 -0.08865 0.37322  C1 1.087
4 H 1.94035 0.22990 -1.13105  C1 1.091
5 H 0.88407 -1.14372 -1.06386  C1 1.091
6 H 3.53028 -0.89385 0.49012  C2 1.091
7 H 2.40976 -2.16177 0.69857  C2 1.089
8 H 3.12864 -1.82816 -0.97926  C2 1.079
9 C -2.00236 0.93444 0.99112  C10 1.522, H11 1.093, H12 1.085, H13 1.092
10 C -2.31381 1.04431 -0.49455  C9 1.522, H14 1.085, H15 1.094, H16 1.093
11 H -2.72529 1.35842 1.69226  C9 1.093
12 H -1.87447 -0.09559 1.30648  C9 1.085
13 H -1.08525 1.47012 1.24310  C9 1.092
14 H -1.98097 1.98571 -0.91975  C10 1.085
15 H -3.36573 0.90329 -0.76148  C10 1.094
16 H -1.86605 0.17555 -0.98470  C10 1.093

Least stable of them? version Q.